1.
Below is C5H8O3 in the gas phase in a non-equilibrium geometry, with properties calculated with wB97M-V/def2-TZVPD.

The orbital gap comes out at 9.21 eV. Its SMILES is OC[C@H]1COC=CO1. The energy relative to the best compared isomer or geometry (same formula, charge and spin) comes out at 74.54 kcal per mole. The highest occupied orbital energy comes out at -8.283 eV.

Structure (XYZ):
```
16
C5H8O3 wB97M-V/def2-TZVPD
O 0.1306 -2.1295 0.8940
C 1.1180 -1.1010 1.3262
C 0.6840 0.0860 0.4736
C 0.7332 -0.1676 -0.9357
O 0.0809 0.8211 -1.6964
C -0.9464 1.5159 -1.1484
C -1.3444 1.1391 0.1089
O -0.6738 0.2397 0.8362
H -0.7371 -1.6084 0.6965
H 1.0873 -0.8886 2.3192
H 2.0570 -1.6164 0.9162
H 1.3299 0.9704 0.6544
H 0.1593 -1.1033 -1.1737
H 1.7389 -0.0772 -1.3523
H -1.2336 2.3104 -1.9056
H -2.1696 1.7275 0.6274
```

2.
Below is C11H10N2OS in the gas phase, with properties calculated with wB97M-V/def2-TZVPD.

The orbital gap comes out at 9.37 eV. Its SMILES is O=C(Cc1cccs1)Nc1ccccn1. The energy relative to the best compared isomer or geometry (same formula, charge and spin) comes out at 0.00 kcal per mole. The highest occupied orbital energy comes out at -8.727 eV.

Structure (XYZ):
```
25
C11H10N2OS wB97M-V/def2-TZVPD
O 0.4140 2.4685 0.4973
C 0.3312 1.2635 0.4762
C 0.5003 0.4426 -0.7986
C 0.1688 1.2757 -1.9906
C 0.9564 2.1707 -2.6422
C 0.2897 2.8212 -3.7056
C -0.9953 2.4131 -3.8435
S -1.4233 1.2278 -2.6738
N 0.0439 0.5861 1.6317
C -0.1119 -0.7556 1.9518
C 0.5638 -1.8084 1.3314
C 0.3146 -3.0944 1.7770
C -0.5750 -3.2982 2.8211
C -1.1597 -2.1817 3.3965
N -0.9354 -0.9510 2.9787
H 1.5447 0.1244 -0.8610
H -0.1470 -0.4342 -0.7595
H 1.9783 2.3647 -2.3707
H 0.7514 3.5593 -4.3365
H -1.7276 2.7317 -4.5582
H -0.2614 1.1951 2.3854
H 1.2879 -1.6347 0.5547
H 0.8226 -3.9297 1.3176
H -0.7911 -4.2885 3.1876
H -1.8398 -2.2680 4.2334
```

3.
Below is a molecular structure, C15H18AuN6O5S in a non-equilibrium geometry, with properties calculated with wB97M-V/def2-TZVPD.

The orbital gap comes out at 8.01 eV. As for the net charge: -1. The energy relative to the best compared isomer or geometry (same formula, charge and spin) comes out at 27.28 kcal per mole. The highest occupied orbital energy comes out at -5.984 eV.

Structure (XYZ):
```
46
C15H18AuN6O5S wB97M-V/def2-TZVPD
Au -9.8365 -9.2925 12.5296
O -11.8693 -13.0246 18.0993
S -12.9286 -13.0304 17.0521
C -12.1498 -13.1769 15.3664
C -13.2961 -13.7009 14.5702
C -13.8688 -14.8379 15.4356
C -13.5883 -14.6835 16.8819
H -11.2737 -13.7822 15.3736
H -11.8798 -12.1653 15.1493
H -12.9642 -14.1299 13.6331
H -13.9993 -12.9183 14.3801
H -13.4850 -15.7821 15.1349
H -14.9423 -14.9572 15.1850
H -12.6850 -15.2275 17.1677
H -14.3766 -14.8161 17.6120
N -5.0705 -9.1506 14.7226
N -6.3972 -9.1451 14.5512
N -7.0849 -9.4286 15.6312
C -8.3086 -9.5679 15.1628
N -8.3064 -9.4081 13.8474
N -7.0659 -9.1779 13.4520
H -4.6339 -8.1927 14.4706
H -4.8829 -9.5118 15.6537
H -9.0993 -9.7006 15.8591
C -12.4754 -11.2646 11.3430
C -12.3634 -9.8342 10.8559
O -13.2541 -9.4334 10.1291
O -11.2280 -9.1442 11.0595
H -13.0464 -11.8526 10.6499
H -12.8653 -11.3997 12.3488
H -11.4748 -11.6480 11.3242
O -5.0350 -7.1942 11.9129
C -4.1836 -6.5957 12.5583
N -3.8334 -6.7812 13.8852
C -2.7516 -6.0248 14.1790
O -2.0701 -5.9664 15.2072
C -2.4353 -5.1326 13.0452
C -1.5719 -4.0690 13.0277
C -1.6697 -3.2470 11.9040
C -2.5652 -3.5661 10.8999
C -3.4606 -4.6550 10.9332
C -3.3327 -5.4418 12.0375
H -0.9400 -3.9006 13.9268
H -1.0995 -2.3240 11.8061
H -2.6478 -2.8661 10.0588
H -4.2553 -4.7861 10.1931
```

4.
Below is 2 unconnected molecules or ions with the total composition C5H8NO3S in a non-equilibrium geometry, with properties calculated with wB97M-V/def2-TZVPD.

The orbital gap comes out at 6.99 eV. As for the net charge: -1. The energy relative to the best compared isomer or geometry (same formula, charge and spin) comes out at 59.80 kcal per mole. The highest occupied orbital energy comes out at -3.708 eV.

Structure (XYZ):
```
18
C5H8NO3S wB97M-V/def2-TZVPD
C -0.7231 -0.2974 -0.3115
C -1.8737 -0.8026 0.1228
C -1.6412 1.3189 0.9898
C -2.6114 -1.9340 -0.4469
C 0.5059 1.8256 0.0278
N -0.6348 0.9894 0.2608
O 4.3549 1.2422 -0.4311
O 2.5477 -0.2269 0.2550
O -2.5025 0.0157 0.9511
S 3.9979 -0.1795 -0.1271
H 0.0261 -0.8831 -0.8285
H -2.2622 -2.8427 0.0471
H -2.4081 -2.1635 -1.4737
H -3.6830 -1.7804 -0.2066
H 0.4353 2.1435 -1.0518
H 0.3643 2.8581 0.5749
H 1.4221 1.2543 0.3045
H 4.6860 -0.5376 1.3436
```

5.
Below is 2 unconnected molecules or ions with the total composition C2H7O2 in a non-equilibrium geometry, with properties calculated with wB97M-V/def2-TZVPD.

The orbital gap comes out at 10.90 eV. As for the net charge: +1. The energy relative to the best compared isomer or geometry (same formula, charge and spin) comes out at 9.38 kcal per mole. The highest occupied orbital energy comes out at -16.696 eV.

Structure (XYZ):
```
11
C2H7O2 wB97M-V/def2-TZVPD
O -0.2423 -2.1894 -0.8194
H -0.0192 -3.0970 -0.5754
H -1.6877 1.9423 0.7417
H -0.7868 -2.3195 -1.6078
C -0.6178 1.8278 0.7260
C -0.1310 0.5355 0.3184
O 1.0624 0.3641 -0.0476
H -0.1334 2.0652 1.6843
H -0.2470 2.6105 0.0525
H -0.7376 -0.3734 0.2681
H 1.1762 -0.4741 -0.5479
```

6.
Below is C14H12ClFN2OS in the gas phase, with properties calculated with wB97M-V/def2-TZVPD.

The orbital gap comes out at 8.78 eV. Its SMILES is CSc1ccccc1NC(=O)Nc1ccc(F)c(Cl)c1. The highest occupied orbital energy comes out at -8.168 eV.

Structure (XYZ):
```
32
C14H12ClFN2OS wB97M-V/def2-TZVPD
C -1.0480 -3.4563 -0.9938
S -0.4549 -1.9339 -0.2090
C -1.9488 -0.9972 0.0534
C -3.1891 -1.6051 0.1456
C -4.3249 -0.8457 0.3688
C -4.2215 0.5258 0.5124
C -2.9872 1.1447 0.4274
C -1.8402 0.3955 0.1971
N -0.5719 0.9664 0.0967
C -0.1961 2.2532 0.3377
O -0.9310 3.1786 0.5984
N 1.1682 2.4795 0.2096
C 2.2394 1.5990 0.1084
C 3.3577 1.9843 -0.6345
C 4.4442 1.1424 -0.7565
C 4.4264 -0.0960 -0.1396
F 5.4836 -0.9145 -0.2805
C 3.3367 -0.4860 0.6297
Cl 3.3298 -2.0117 1.4283
C 2.2528 0.3663 0.7633
H -1.5097 -4.1076 -0.2568
H -0.1639 -3.9362 -1.4027
H -1.7418 -3.2062 -1.7906
H -3.2802 -2.6758 0.0532
H -5.2850 -1.3342 0.4359
H -5.1034 1.1210 0.6917
H -2.8955 2.2117 0.5405
H 0.1442 0.3302 -0.2306
H 1.3915 3.4631 0.1418
H 3.3685 2.9484 -1.1191
H 5.3098 1.4281 -1.3324
H 1.4406 0.0683 1.4062
```

7.
Below is C5H14N2O in the gas phase in a non-equilibrium geometry, with properties calculated with wB97M-V/def2-TZVPD.

The orbital gap comes out at 8.80 eV. Its SMILES is CC[C@](C)(O)NNC. The energy relative to the best compared isomer or geometry (same formula, charge and spin) comes out at 98.32 kcal per mole. The highest occupied orbital energy comes out at -7.919 eV.

Structure (XYZ):
```
22
C5H14N2O wB97M-V/def2-TZVPD
C -2.1888 1.6718 0.0966
C -1.9983 0.1758 0.0568
C -0.2329 -0.3495 0.1963
C -0.2235 -1.8707 0.2509
O 0.2284 0.2592 1.3468
N 0.1733 0.2576 -0.9773
N 1.8716 0.0713 -1.1676
C 2.8006 0.1545 -0.0594
H -3.2372 1.9242 0.3001
H -1.5860 2.1253 0.8884
H -1.9115 2.1346 -0.8535
H -2.4118 -0.3014 0.9497
H -2.4514 -0.2761 -0.8272
H 0.7867 -2.2322 0.4529
H -0.8764 -2.2328 1.0514
H -0.5579 -2.3005 -0.6965
H 0.6967 -0.3956 1.8825
H -0.2168 -0.2132 -1.7909
H 2.0833 0.8584 -1.7895
H 3.8349 0.0794 -0.4245
H 2.6715 -0.6613 0.6568
H 2.7455 1.1212 0.4572
```

8.
Below is 3 unconnected molecules or ions with the total composition C3H3Cl9, with properties calculated with wB97M-V/def2-TZVPD.

The orbital gap comes out at 11.43 eV. Its SMILES is ClC(Cl)Cl.ClC(Cl)Cl.ClC(Cl)Cl. The energy relative to the best compared isomer or geometry (same formula, charge and spin) comes out at 2.81 kcal per mole. The highest occupied orbital energy comes out at -11.058 eV.

Structure (XYZ):
```
15
C3H3Cl9 wB97M-V/def2-TZVPD
Cl -0.9211 4.9914 -0.7822
C -0.4290 3.4844 -1.5214
Cl 1.3096 3.2548 -1.2738
Cl -0.8294 3.3805 -3.2336
H -0.9539 2.6767 -1.0790
Cl -0.1196 1.2715 1.1545
C 0.9122 0.2840 0.1277
Cl -0.1202 -0.6472 -0.9603
Cl 1.9585 -0.8108 1.0577
H 1.5404 0.8962 -0.5035
Cl 0.6359 -4.6851 0.4714
C -0.4253 -3.6641 1.4069
Cl -0.5888 -4.3089 3.0266
Cl -2.0163 -3.4304 0.6442
H 0.0471 -2.6933 1.4648
```

9.
Below is a molecular structure, C13H12Cl2O4 in a non-equilibrium geometry, with properties calculated with wB97M-V/def2-TZVPD.

The orbital gap comes out at 8.44 eV. The energy relative to the best compared isomer or geometry (same formula, charge and spin) comes out at 55.73 kcal per mole. The highest occupied orbital energy comes out at -8.711 eV.

Structure (XYZ):
```
31
C13H12Cl2O4 wB97M-V/def2-TZVPD
C 0.0622 -2.0580 -2.8824
C 0.2216 -2.7612 -1.8886
C -0.6337 -2.5705 -0.6180
O -0.9257 -3.5549 -0.0364
C -0.6769 -1.1475 -0.4491
C 0.2918 -0.3512 -0.2525
C 0.0672 0.8906 0.1801
C -1.4730 1.3931 0.3500
C -2.4435 0.3519 0.3228
C -2.0597 -0.8812 0.0665
H -3.0357 -1.8005 0.0808
H -3.5092 0.5755 0.5843
O -1.7651 2.6986 0.6703
C -1.1686 3.5770 1.3927
C -0.2321 3.1523 2.3534
O -0.2107 1.9036 3.0345
O 0.8092 4.0909 2.8894
H 1.2804 3.6660 3.6247
H -1.9299 4.4207 1.7659
H -0.4846 4.0105 0.6746
Cl 1.1782 2.1517 -0.0071
Cl 1.7937 -0.9117 -0.4945
C 0.9837 -4.1970 -1.9195
C 1.6837 -4.6321 -3.2158
H 2.1124 -3.6346 -3.8533
H 2.2098 -5.3387 -3.2246
H 1.0653 -4.5738 -4.1144
H 1.7109 -4.0069 -1.2291
H 0.5259 -5.0706 -1.5797
H -0.5508 -1.2001 -2.8254
H 0.3940 -2.2056 -3.9503
```

10.
Below is a molecular structure, C25H33O2ReSe in a non-equilibrium geometry, with properties calculated with wB97M-V/def2-TZVPD.

The orbital gap (alpha / beta) comes out at 6.96 / 5.27 eV. As for the net charge: +1. The energy relative to the best compared isomer or geometry (same formula, charge and spin) comes out at 34.09 kcal per mole. As for the spin multiplicity: 4. The highest occupied orbital energy (alpha / beta) comes out at -9.456 / -11.017 eV.

Structure (XYZ):
```
62
C25H33O2ReSe wB97M-V/def2-TZVPD
O 2.6582 0.0990 -0.1744
C 3.3251 -0.7173 -1.1808
C 3.9112 -1.6424 -0.0887
H 4.0662 -0.2208 -1.8757
H 2.5629 -1.2549 -1.7646
C 2.9718 -0.8563 0.9117
H 4.9906 -1.4950 -0.1662
H 3.5496 -2.7005 -0.1423
C 3.4900 -0.1676 2.1430
H 4.0489 0.7516 1.9061
H 4.0809 -0.9129 2.7236
H 2.6256 0.1907 2.7278
C 1.8402 -1.8503 1.1951
H 1.3338 -2.1393 0.2479
H 1.0580 -1.3057 1.7835
H 2.2645 -2.7437 1.7236
Re -2.0062 -0.7597 0.7475
C -2.6232 -3.0438 0.0757
C -3.1611 -2.3165 -1.0289
C -2.1270 -1.5315 -1.6089
H -4.1662 -2.4165 -1.4184
C -0.8950 -1.8245 -0.9137
C -1.1995 -2.8064 0.1121
H -0.4820 -3.3363 0.7292
H -3.1527 -3.7669 0.6899
H -2.2112 -0.8996 -2.4857
H 0.0683 -1.4003 -1.1643
C -3.2262 -0.2943 2.4581
C -2.3895 -1.4424 2.7318
C -1.0254 -1.0150 2.6846
H -2.7151 -2.4312 3.0363
C -1.0043 0.3497 2.2023
C -2.3694 0.8236 2.1586
H -2.6845 1.8299 1.8791
H -4.3174 -0.2897 2.4350
H -0.1939 -1.5510 3.1536
H -0.1202 0.9355 2.0006
O 3.6154 2.4228 -0.0722
C 4.9854 1.9224 -0.1705
C 5.7703 2.8542 -1.1107
H 4.9940 0.8981 -0.6157
H 5.3968 1.7639 0.8406
C 4.6421 3.4363 -2.0114
H 6.4639 2.2907 -1.7297
H 6.3370 3.6683 -0.6267
C 3.3092 3.0165 -1.3586
H 4.7741 3.0122 -3.0071
H 4.7374 4.5213 -2.0843
H 2.7652 2.3186 -2.0475
H 2.6712 3.8862 -1.1274
Se -2.4626 1.3459 -0.7903
C -4.3425 1.0060 -0.9706
C -5.2394 1.2658 0.0792
C -6.5665 0.8864 -0.0707
C -7.0148 0.3033 -1.2519
C -6.1185 0.0751 -2.2953
C -4.7834 0.4320 -2.1743
H -4.8613 1.7818 0.9650
H -7.2381 1.0975 0.7495
H -8.0590 0.0171 -1.3407
H -6.4656 -0.3664 -3.2196
H -4.0860 0.2964 -3.0036
```